{"formula": "C5H12O2", "method": "the ωB97M-V functional and the def2-TZVPD basis", "species": ["C", "C", "C", "C", "C", "H", "H", "H", "H", "H", "H", "H", "H", "H", "H", "O", "H", "H", "O"], "coordinates": [[-0.25244, -0.88592, -1.36283], [0.74510, 0.00828, -0.71906], [0.73616, 1.37903, -0.93997], [2.90597, 0.04040, 0.49023], [1.73467, -0.56043, 0.11234], [0.20519, -1.46039, -2.16803], [-0.62090, -1.56254, -0.59165], [-1.08906, -0.40188, -1.85804], [0.09187, 1.80449, -1.69247], [1.39801, 2.06005, -0.42119], [3.33531, 0.85172, -0.08926], [3.41256, -0.25446, 1.40177], [1.51892, -1.50473, 0.60050], [-0.49709, 0.17786, 1.49242], [-1.30330, -0.18918, 2.78312], [-1.22985, -0.33917, 1.83234], [-4.23685, 0.82624, 0.52234], [-3.00353, -0.04986, 0.53114], [-3.85073, 0.06047, 0.07631]], "forces_ev_per_angstrom": [[-0.37, -0.08, 0.07], [0.21, -0.08, -1.07], [0.31, 0.16, -0.29], [-0.18, 0.46, -0.04], [0.11, 0.05, 1.05], [0.40, -0.29, 0.19], [-0.16, -0.26, -0.21], [-0.09, 0.41, 0.38], [-0.31, 0.06, 0.06], [0.03, -0.05, 0.03], [-0.05, 0.07, 0.21], [0.24, -0.32, -0.30], [-0.19, -0.18, -0.19], [0.00, 0.24, 0.49], [0.14, 0.10, -0.15], [-0.18, -0.27, -0.31], [-0.10, -0.19, -0.18], [-0.16, -0.16, 0.08], [0.35, 0.32, 0.17]], "lowdin_spin": [0.014, 0.124, 0.399, 0.302, 0.082, 0.007, 0.002, -0.001, 0.017, 0.018, 0.014, 0.013, 0.007, 0.000, 0.000, 0.001, 0.000, 0.000, 0.000], "charge": 1, "spin_multiplicity": 2, "e_above_lowest_kj_mol": 45.4, "e_lumo_ev": [-5.840, -8.379], "homo_lumo_gap_ev": [7.987, 5.447], "e_homo_ev": [-13.826, -13.826]}

{"formula": "C5H12O2", "method": "the ωB97M-V functional and the def2-TZVPD basis", "species": ["O", "C", "C", "C", "C", "C", "H", "H", "H", "H", "H", "H", "H", "H", "H", "H", "H", "H", "O"], "coordinates": [[-0.65995, -1.15791, -2.07272], [-1.25108, -1.21687, -1.04135], [-0.84085, -0.61596, 0.27021], [-0.48774, 0.88554, 0.12312], [-1.76385, 1.67809, -0.09044], [0.21415, 1.26806, 1.44296], [-2.24973, -1.71426, -1.16854], [-1.53383, -0.78791, 1.09246], [0.03686, -1.19182, 0.60916], [0.19588, 1.02706, -0.71389], [-2.18142, 1.52718, -1.05693], [-1.62235, 2.70783, 0.00883], [-2.57197, 1.43183, 0.60916], [0.14215, 0.47148, 2.19778], [1.28519, 1.28811, 1.24589], [-0.14383, 2.12158, 1.99492], [3.58281, -0.62598, 1.58963], [3.08222, -1.32342, 0.37531], [3.85615, -0.83660, 0.68056]], "forces_ev_per_angstrom": [[0.16, -0.01, 0.13], [-0.45, 0.10, -0.56], [1.09, -0.09, 1.08], [-0.62, 0.36, 0.75], [-0.59, -1.12, 0.38], [0.66, -1.42, 0.31], [-0.02, -0.10, 0.29], [-0.61, 0.02, -0.51], [0.09, 0.02, -0.56], [-0.02, -0.08, -0.05], [-0.30, -0.20, -1.08], [0.52, 1.66, 0.12], [0.35, -0.19, 0.19], [-0.22, -0.09, -0.15], [0.07, 0.53, 0.11], [-0.13, 0.64, -0.49], [0.54, 0.05, -0.23], [0.27, -0.17, -0.31], [-0.79, 0.10, 0.57]], "lowdin_spin": [0.615, 0.142, 0.095, 0.018, 0.002, 0.023, 0.090, 0.000, 0.002, 0.002, 0.000, 0.001, 0.001, 0.004, 0.003, 0.002, 0.000, 0.000, 0.000], "charge": 1, "spin_multiplicity": 2, "e_above_lowest_kj_mol": 101.2, "e_lumo_ev": [-6.053, -9.790], "homo_lumo_gap_ev": [8.449, 4.710], "e_homo_ev": [-14.502, -14.500]}